*a*
Molecular formula: C19H22N6O
Method: DFT, wB97M-V/def2-TZVPD

## Properties
SMILES string: O=C(Nc1ccnn1C1CCN(Cc2ccn[nH]2)CC1)c1ccccc1

Geometry as XYZ:
```
48
C19H22N6O wB97M-V/def2-TZVPD
O -2.38902 -0.23893 1.59420
C -2.87251 -0.08307 0.49074
N -2.62595 -0.90833 -0.56801
C -1.90334 -2.10417 -0.57841
C -2.25999 -3.28333 -1.20914
C -1.18124 -4.13838 -0.97526
N -0.24422 -3.53273 -0.27336
N -0.68070 -2.29953 -0.03150
C 0.16458 -1.34286 0.65110
C 0.72139 -0.31725 -0.34206
C 1.66000 0.64715 0.39587
N 2.73700 -0.01254 1.10937
C 2.21147 -1.00767 2.02371
C 1.31875 -2.05517 1.34882
H 0.93061 -2.75096 2.09183
H 1.88736 -2.63032 0.61787
H 1.62637 -0.47230 2.77867
H 3.04956 -1.49496 2.52687
C 3.80125 -0.49563 0.24134
C 4.53672 0.66113 -0.34542
C 5.03562 0.90575 -1.60710
C 5.62992 2.17332 -1.51732
N 5.50297 2.67200 -0.30389
N 4.84908 1.74819 0.39341
H 4.59811 1.90257 1.35674
H 6.13324 2.72894 -2.28307
H 4.98432 0.26792 -2.46546
H 3.45423 -1.14631 -0.57548
H 4.48978 -1.08162 0.86080
H 1.07810 1.20902 1.13362
H 2.09410 1.35780 -0.31108
H 1.26163 -0.83872 -1.13558
H -0.08938 0.25130 -0.80143
H -0.44661 -0.82586 1.40020
H -1.05355 -5.15641 -1.28433
H -3.16493 -3.48657 -1.74420
H -3.16798 -0.75213 -1.40609
C -3.75735 1.07180 0.16354
C -4.84199 0.97406 -0.70313
C -5.63797 2.07972 -0.94398
C -5.35707 3.28909 -0.32990
C -4.28717 3.38892 0.54434
C -3.49704 2.28367 0.79720
H -2.66715 2.33981 1.48538
H -4.07255 4.32748 1.03282
H -5.97880 4.14985 -0.52572
H -6.48316 1.99576 -1.61101
H -5.09646 0.03049 -1.16654
```

*b*
Molecular formula: C19H22N6O
Method: DFT, wB97M-V/def2-TZVPD

## Properties
SMILES string: CCCN(CC1CC1)c1cc(C(=O)Nc2ccc3[nH]cnc3c2)ncn1

Geometry as XYZ:
```
48
C19H22N6O wB97M-V/def2-TZVPD
O 0.96228 0.81974 -1.48708
N 7.60386 0.38555 -2.65966
N 1.75790 -0.79747 1.63698
N -0.14776 -0.76601 3.09224
C 1.64809 0.28182 -0.60828
C 8.02135 1.14984 -3.65766
C 1.11056 -1.10352 2.77718
C 1.02669 -0.14054 0.69462
C -0.79945 -0.08251 2.21208
C -0.28432 0.23921 0.98061
C 3.57584 1.58865 -2.59708
C 5.27450 0.13855 -1.67824
C 4.51557 2.10271 -3.50896
C 6.23976 0.65669 -2.56232
C 3.94229 0.57578 -1.68566
C 5.82344 1.60723 -3.49086
N 3.03601 0.08315 -0.71557
N 6.98870 1.93173 -4.18291
N -2.02284 0.35419 2.63571
C -2.91679 3.82605 4.00818
C -2.08453 1.45785 3.59598
C -3.09228 -0.65985 2.76091
C -2.91637 2.58967 3.07810
C -4.39960 -2.26060 1.02306
C -2.90609 -2.38980 0.76526
C -3.48186 -1.10392 1.33322
H 9.07355 1.19893 -4.00362
H 1.68290 -1.63680 3.51938
H -0.84996 0.80172 0.24240
H 2.59994 2.00639 -2.67141
H 5.61123 -0.60540 -0.93311
H 4.18860 2.92635 -4.15110
H 3.41082 -0.46520 0.05462
H 7.06385 2.64734 -4.90239
H -1.89741 4.16725 4.18917
H -3.40632 3.53322 4.96428
H -3.49667 4.63830 3.57534
H -1.04130 1.78069 3.79884
H -2.48581 1.10888 4.54746
H -2.83124 -1.52506 3.41318
H -3.92058 -0.19262 3.27362
H -3.94012 2.24764 2.89898
H -2.50505 2.89336 2.09639
H -5.07964 -2.15977 0.17402
H -4.80307 -2.81750 1.88800
H -2.24991 -3.02462 1.37233
H -2.59803 -2.35901 -0.32026
H -3.60024 -0.24780 0.61457
```

*a* ends up most stable, edging out the next structure by 10.3 kcal/mol.

*a*
Molecular formula: C5H8BrN
Method: DFT, wB97M-V/def2-TZVPD

Geometry as XYZ:
```
15
C5H8BrN wB97M-V/def2-TZVPD
C 0.64435 1.33515 -0.01949
C 1.47970 -2.51676 -0.62082
C -0.32720 0.58235 -0.73306
C 0.88295 -1.33807 -0.45189
C -1.92647 0.71642 1.01095
N -1.52691 0.56363 -0.37762
Br 2.15282 0.16138 0.27811
H 1.11395 2.24008 -0.49892
H 0.28916 1.86206 0.95489
H 2.51758 -2.80974 -0.87622
H 0.78126 -3.17213 -1.10859
H -0.03749 0.32856 -1.68982
H -2.94480 0.31325 1.12741
H -1.15165 0.03960 1.55364
H -1.94724 1.69423 1.45143
```

*b*
Molecular formula: C5H8BrN
Method: DFT, wB97M-V/def2-TZVPD

Geometry as XYZ:
```
15
C5H8BrN wB97M-V/def2-TZVPD
C 1.97585 1.03547 0.49248
C 0.10440 -0.45078 0.83082
C -1.19417 0.31951 -1.05248
C -0.83249 -1.39551 1.40045
C -0.69808 0.20513 -2.26130
N 1.19438 0.00835 1.07829
Br -2.90215 0.95586 -0.58682
H 1.80888 1.12702 -0.58503
H 3.02333 0.81420 0.69579
H -0.45293 -1.85167 2.31855
H -1.06086 -2.16789 0.66555
H -1.76274 -0.86276 1.61688
H -1.22227 0.47354 -3.17419
H 1.72379 1.98464 0.96934
H 0.29504 -0.19510 -2.40831
```

*b* ends up most stable, edging out the next structure by 58.6 kcal/mol.

*a*
Molecular formula: H6O3
Method: DFT, wB97M-V/def2-TZVPD

## Properties
Net charge: -1
Multiplicity: 2

Geometry as XYZ:
```
9
H6O3 wB97M-V/def2-TZVPD
O -0.31107 0.74591 -0.35996
H 0.46885 0.98806 -0.85928
H -0.01286 0.71093 0.54893
O -2.36265 0.31991 -2.00116
H -2.29461 -0.62851 -2.11117
H -1.68491 0.53647 -1.36085
O 1.69862 -1.01293 1.99397
H 2.37428 -0.87699 1.32971
H 2.12431 -0.78284 2.81985
```

*b*
Molecular formula: H6O3
Method: DFT, wB97M-V/def2-TZVPD

## Properties
Net charge: -1
Multiplicity: 2

Geometry as XYZ:
```
9
H6O3 wB97M-V/def2-TZVPD
O 2.12486 1.16235 -0.13616
H 2.18544 1.81682 -0.81652
H 1.39285 1.49929 0.35145
O 0.73285 -1.74167 -2.22484
H 0.30172 -1.00197 -2.66348
H 1.60324 -1.85572 -2.62783
O -2.90486 0.48227 2.54684
H -2.13211 0.78533 1.93861
H -2.97397 -0.46735 2.33113
```

*a* ends up most stable, edging out the next structure by 11.0 kcal/mol.

*a*
Molecular formula: C5H6N2O2
Method: DFT, wB97M-V/def2-TZVPD

## Properties
SMILES string: N[C@@H]1Cc2noc(O)c21

Geometry as XYZ:
```
15
C5H6N2O2 wB97M-V/def2-TZVPD
C 1.14959 0.07692 0.20478
C 0.57479 -1.08136 1.17621
C -0.74613 -0.32033 0.95470
C -1.18556 1.24256 -0.38716
C -0.19190 0.61250 0.15249
H 1.69465 -0.32238 -1.99412
H 2.17326 -1.67557 -0.85869
H 1.78648 0.71566 0.69499
H 0.40716 -1.93578 0.30266
H 0.98766 -1.19388 2.28312
H -2.35356 2.29978 -1.16575
N 1.44227 -0.88190 -1.06118
N -2.08962 -0.42486 0.99873
O -2.37167 0.69184 0.02499
O -1.27742 2.19679 -1.32579
```

*b*
Molecular formula: C5H6N2O2
Method: DFT, wB97M-V/def2-TZVPD

Geometry as XYZ:
```
15
C5H6N2O2 wB97M-V/def2-TZVPD
C 1.79899 1.03340 0.41122
C 1.92814 -0.38247 -0.04899
C -0.53408 -0.72217 -0.08602
C -2.55145 -0.62091 0.20267
C -2.25594 0.64847 -0.38405
H 1.12283 1.26528 1.39114
H 2.73306 1.38580 0.59879
H 1.48451 1.68129 -0.27610
H 0.99781 -2.02960 -0.63951
H -3.64633 -0.93785 0.25491
H -2.56779 1.47118 -0.73547
N 0.81833 -1.08820 -0.15916
N -1.52220 -1.38030 0.32947
O 3.04924 -0.85115 -0.35268
O -0.85512 0.52723 -0.50621
```

*c*
Molecular formula: C5H6N2O2
Method: DFT, wB97M-V/def2-TZVPD

## Properties
SMILES string: C=Cc1oncc1ON

Geometry as XYZ:
```
15
C5H6N2O2 wB97M-V/def2-TZVPD
C 0.81802 1.85354 -0.02122
C 0.64861 0.44232 -0.21229
C -0.74734 0.24894 -0.08989
C -1.35624 -1.05686 -0.14269
C -2.63969 -1.25263 -0.10692
N -0.37856 2.38693 0.21348
N 2.82261 -0.47338 0.09519
O -1.30548 1.48266 0.12174
O 1.48083 -0.64615 -0.35079
H 1.83238 2.28226 -0.04353
H -0.52450 -1.93157 -0.36339
H -3.05300 -2.26332 -0.25611
H 2.85516 0.43472 0.51688
H -3.38559 -0.43868 -0.21958
H 2.93278 -1.06877 0.85912
```

*b* ends up most stable, edging out the next structure by 78.0 kcal/mol.

*a*
Molecular formula: C4H12NOS
Method: DFT, wB97M-V/def2-TZVPD

## Properties
Net charge: -1

Geometry as XYZ:
```
19
C4H12NOS wB97M-V/def2-TZVPD
C 0.00544 -1.97296 1.77509
N 0.24231 -1.43502 0.35182
C 0.03725 0.00421 -0.00733
C 0.59023 0.31069 -1.49823
S 0.24150 2.03288 -2.07682
C 0.91132 0.90450 1.06207
H -0.74783 -1.61918 2.52492
H -0.36101 -2.95367 1.63352
H 1.06790 -2.04971 2.38772
H 1.14735 -1.84115 0.03943
H -1.05689 0.16728 -0.02964
H 1.77897 -0.11916 -1.45453
H 0.01657 -0.36648 -2.09881
H 0.37579 1.82897 1.17682
H 1.82933 1.19598 0.52017
H 1.13896 0.53336 1.96229
H -1.61582 1.89749 -2.14591
H -3.03647 1.33468 -1.92570
O -2.56490 2.14730 -2.19688
```

*b*
Molecular formula: C4H12NOS
Method: DFT, wB97M-V/def2-TZVPD

## Properties
Net charge: -1

Geometry as XYZ:
```
19
C4H12NOS wB97M-V/def2-TZVPD
C 0.45731 0.29295 -1.51433
C 0.94831 1.70583 -1.22704
S 1.88686 2.44745 -2.61788
C -0.53377 -0.25697 -0.47407
N 0.08057 -0.54586 0.84256
C -0.16559 0.52607 1.78846
H 1.29912 -0.40432 -1.53955
H 0.02012 0.22020 -2.51033
H 0.07831 2.32545 -0.97711
H 1.63713 1.69248 -0.38849
H -0.97613 -1.16373 -0.88883
H -1.35995 0.43243 -0.36078
H 1.08142 -0.52835 0.65353
H -1.17929 0.38187 2.16436
H 0.51243 0.40490 2.61877
H -0.07565 1.52211 1.36526
H -0.91481 -2.33245 0.79494
H -1.16890 -3.76622 1.24892
O -1.62751 -2.95385 1.02162
```

*b* ends up most stable, edging out the next structure by 38.6 kcal/mol.

*a*
Molecular formula: C4H12NOS
Method: DFT, wB97M-V/def2-TZVPD

## Properties
Net charge: -1

Geometry as XYZ:
```
19
C4H12NOS wB97M-V/def2-TZVPD
C 1.67784 0.35105 -0.50965
C 2.12000 0.10822 0.92705
S 3.94388 0.28506 1.13397
C 0.17742 0.64801 -0.71793
N -0.75957 -0.42203 -0.38630
C -1.07288 -0.56979 1.03220
H 1.91036 -0.54683 -1.09385
H 2.25759 1.19535 -0.89183
H 1.62971 0.84163 1.56478
H 1.86775 -0.91619 1.22138
H 0.04431 0.85361 -1.78707
H -0.11776 1.55200 -0.18111
H -0.37937 -1.31526 -0.69128
H -1.45533 0.37513 1.44393
H -1.84235 -1.33584 1.14641
H -0.21214 -0.84968 1.65755
H -2.49295 -0.27098 -1.14675
H -3.84258 0.44807 -1.37910
O -3.45392 -0.43152 -1.34240
```

*b*
Molecular formula: C4H12NOS
Method: DFT, wB97M-V/def2-TZVPD

## Properties
Net charge: -1

Geometry as XYZ:
```
19
C4H12NOS wB97M-V/def2-TZVPD
C 0.71640 1.50359 -1.08063
N -0.16818 0.69857 -0.26969
C 0.50169 -0.07556 0.77199
C -0.44768 -0.55258 1.90094
S 0.16759 -1.94928 2.86256
C 0.14649 2.77065 -1.71048
H 1.22096 0.83769 -1.78884
H 1.58067 1.76466 -0.42127
H -0.99031 1.12175 0.11099
H 1.05813 -0.90526 0.31418
H 1.36446 0.47045 1.20685
H -0.57851 0.36417 2.49501
H -1.39684 -0.65387 1.36067
H 0.92322 3.02405 -2.44542
H 0.22706 3.63658 -1.05379
H -0.82241 2.64925 -2.18193
H -0.73213 -5.60382 -0.12069
H -1.60966 -4.31711 0.37825
O -1.16094 -4.78392 -0.32870
```

*a* ends up most stable, edging out the next structure by 17.6 kcal/mol.